(1)
Molecular formula: C36H84F6N11O18P3V
Method: DFT, ωB97M-V/def2-TZVPD

Properties
orbital gap = 8.77 eV
maximum force = 2.12 eV/Å
HOMO level = -8.350 eV

Geometry as ORCA input:
```
! RIJCOSX wB97M-V def2-TZVPD def2/J DEFGRID3
* xyz 0 2
O 0.346 -3.984 -0.342
V 0.481 -2.424 -0.506
C -2.387 -2.046 -0.724
O -2.018 -3.318 -0.170
O -1.263 -1.469 -1.138
C -3.413 -2.306 -1.820
F -3.703 -1.179 -2.489
F -2.977 -3.209 -2.702
F -4.587 -2.745 -1.337
C -2.975 -4.060 0.540
C -2.224 -5.184 1.250
H -2.918 -5.899 1.690
H -1.561 -5.679 0.541
H -1.586 -4.759 2.030
H -3.700 -4.515 -0.142
H -3.530 -3.481 1.292
H -2.875 -1.518 0.128
C 2.501 -0.461 -0.434
O 1.183 -0.149 0.022
O 2.490 -1.787 -0.536
C 2.828 0.247 -1.733
F 3.992 -0.214 -2.214
F 1.915 0.098 -2.718
F 3.020 1.570 -1.519
C 0.835 1.149 0.448
C -0.482 1.142 1.209
H -0.459 0.438 2.042
H -0.709 2.140 1.594
H -1.319 0.823 0.581
H 0.780 1.864 -0.380
H 1.587 1.529 1.154
H 3.222 -0.104 0.325
C 5.083 -3.638 -0.392
N 4.102 -4.714 -0.161
O 3.073 -4.696 -0.801
O 4.376 -5.522 0.701
H 5.023 -3.238 -1.396
H 6.100 -3.996 -0.266
H 4.822 -2.854 0.315
C 4.082 3.578 -3.622
N 4.467 4.995 -3.897
O 4.742 5.298 -5.030
O 4.519 5.743 -2.943
H 3.035 3.657 -3.340
H 4.649 3.188 -2.785
H 4.242 2.992 -4.515
C -1.539 1.741 -4.208
C -2.543 2.587 -3.486
C -2.566 2.340 -1.978
O -2.805 3.654 -1.434
C -2.410 4.566 -2.332
O -2.311 5.732 -2.155
O -2.137 3.965 -3.526
H -1.365 2.174 -5.198
H -1.895 0.735 -4.361
H -0.580 1.651 -3.694
H -3.532 2.431 -3.923
H -1.577 1.995 -1.669
H -3.332 1.666 -1.617
C 0.666 5.170 -0.881
C 2.012 5.329 -0.246
C 2.100 5.858 1.217
O 2.625 4.738 1.955
C 3.095 3.808 1.100
O 3.745 2.878 1.387
O 2.708 4.099 -0.173
H 0.092 6.088 -1.000
H 0.033 4.500 -0.284
H 0.778 4.762 -1.888
H 2.539 6.111 -0.805
H 1.100 6.120 1.571
H 2.749 6.725 1.312
O 0.316 -2.191 1.627
P 0.606 -2.354 3.069
N 1.071 -3.879 3.447
C 1.312 -4.314 4.798
C 1.480 -4.804 2.400
N -0.732 -2.002 3.957
C -1.970 -1.597 3.294
C -0.710 -1.757 5.385
N 1.809 -1.418 3.669
C 3.195 -1.779 3.372
C 1.623 -0.075 4.152
H 1.488 -5.389 4.825
H 0.526 -4.033 5.494
H 2.262 -3.922 5.215
H 2.579 -4.901 2.351
H 1.119 -4.545 1.413
H 1.172 -5.813 2.692
H -1.847 -1.674 2.217
H -2.789 -2.261 3.595
H -2.230 -0.574 3.579
H -1.314 -2.510 5.903
H 0.305 -1.719 5.765
H -1.191 -0.793 5.603
H 3.679 -0.970 2.813
H 3.756 -1.902 4.304
H 3.229 -2.687 2.776
H 0.680 0.052 4.673
H 1.649 0.654 3.330
H 2.424 0.177 4.851
O -3.876 5.623 5.031
P -3.435 4.838 3.857
N -3.385 5.794 2.516
C -2.901 5.337 1.226
C -3.947 7.125 2.507
N -4.418 3.545 3.540
C -4.091 2.505 2.578
C -5.798 3.577 3.917
N -1.922 4.156 3.877
C -0.844 5.120 4.016
C -1.700 2.963 4.683
H -2.308 4.433 1.330
H -2.355 6.138 0.722
H -3.769 5.126 0.587
H -4.348 7.369 3.484
H -4.759 7.187 1.770
H -3.176 7.844 2.207
H -4.318 1.522 3.006
H -4.677 2.649 1.661
H -3.035 2.501 2.320
H -6.439 3.782 3.050
H -6.083 2.611 4.348
H -5.960 4.339 4.676
H -0.776 5.457 5.056
H 0.104 4.646 3.744
H -0.991 5.943 3.321
H -2.596 2.348 4.678
H -1.512 3.258 5.730
H -0.807 2.429 4.357
O 0.884 -2.912 -2.650
P 1.062 -3.602 -3.937
N 0.254 -5.011 -4.059
C 0.667 -6.093 -3.147
C -1.131 -5.017 -4.449
N 2.623 -4.020 -4.242
C 3.065 -4.687 -5.427
C 3.663 -3.364 -3.472
N 0.586 -2.675 -5.225
C -0.059 -1.376 -5.064
C 0.489 -3.268 -6.536
H 0.678 -5.755 -2.111
H 1.617 -6.503 -3.494
H -0.041 -6.917 -3.250
H -1.376 -5.978 -4.918
H -1.334 -4.269 -5.209
H -1.819 -4.883 -3.607
H 4.027 -5.179 -5.244
H 2.406 -5.504 -5.732
H 3.204 -4.042 -6.306
H 4.261 -2.703 -4.124
H 3.268 -2.770 -2.654
H 4.399 -4.085 -3.094
H -1.000 -1.385 -4.512
H 0.654 -0.695 -4.595
H -0.242 -0.942 -6.049
H 0.584 -4.351 -6.540
H 1.257 -2.902 -7.231
H -0.482 -3.020 -6.980
*
```

(2)
Molecular formula: C4H6N2O
Method: DFT, ωB97M-V/def2-TZVPD

Properties
orbital gap (alpha / beta) = 6.55 / 8.97 eV
energy relative to the best compared isomer or geometry (same formula, charge and spin) = 529.2 kJ/mol
maximum force = 4.79 eV/Å
HOMO level (alpha / beta) = -7.381 / -9.109 eV

Geometry as ORCA input:
```
! RIJCOSX wB97M-V def2-TZVPD def2/J DEFGRID3
* xyz 0 1
C -1.849 0.991 -0.216
C -1.986 -0.372 -0.125
C 0.377 0.988 0.137
C 1.491 -1.270 -0.001
N -0.781 1.693 0.037
N 0.387 -0.384 -0.015
O -2.457 -1.433 -0.235
H -2.748 1.635 -0.100
H 1.324 1.571 -0.407
H 0.738 1.206 1.108
H 1.162 -2.179 -0.430
H 2.226 -0.851 -0.635
H 2.116 -1.593 0.884
*
```

(3)
Molecular formula: CHF4NO3SYb
Method: DFT, ωB97M-V/def2-TZVPD

Properties
orbital gap = 7.20 eV
maximum force = 6.71 eV/Å
HOMO level = -8.416 eV

Geometry as ORCA input:
```
! RIJCOSX wB97M-V def2-TZVPD def2/J DEFGRID3
* xyz 0 1
N -0.742 0.556 0.958
S -0.381 -0.787 0.249
O 0.218 -0.750 -1.126
O -1.045 -1.972 0.753
C 1.209 -0.676 1.418
F 0.944 -0.345 2.678
F 1.684 -1.919 1.472
F 2.185 0.086 0.941
F -0.747 1.591 -4.420
Yb -0.462 0.927 -2.545
O -1.157 1.284 -0.356
H -1.706 2.006 -0.022
*
```

(4)
Molecular formula: C4H9N
Method: DFT, ωB97M-V/def2-TZVPD

Properties
orbital gap (alpha / beta) = 4.63 / 6.79 eV
energy relative to the best compared isomer or geometry (same formula, charge and spin) = 260.2 kJ/mol
maximum force = 5.81 eV/Å
HOMO level (alpha / beta) = -0.276 / -2.476 eV

Geometry as ORCA input:
```
! RIJCOSX wB97M-V def2-TZVPD def2/J DEFGRID3
* xyz -1 2
C 1.096 -1.120 0.832
C 0.310 -1.016 -0.321
C 1.111 -1.942 -0.990
C -1.406 2.381 0.433
N -0.781 -0.285 -0.692
H 0.791 -1.304 1.872
H -1.212 2.787 -0.538
H 2.149 -1.030 0.738
H 0.940 -2.973 -1.175
H 2.260 -1.806 -1.059
H -0.493 1.992 0.894
H -1.684 3.032 1.268
H -2.219 1.719 0.490
H -0.863 -0.433 -1.752
*
```

(5)
Molecular formula: C2H5N3
Method: DFT, ωB97M-V/def2-TZVPD

Properties
orbital gap = 9.34 eV
energy relative to the best compared isomer or geometry (same formula, charge and spin) = 296.5 kJ/mol
maximum force = 5.76 eV/Å
HOMO level = -8.919 eV

Geometry as ORCA input:
```
! RIJCOSX wB97M-V def2-TZVPD def2/J DEFGRID3
* xyz 0 1
C -2.270 -0.045 -0.085
C 1.259 0.390 0.043
H -2.539 0.993 -0.332
H -3.050 -0.878 0.278
H -0.309 1.387 0.079
H 1.546 1.524 0.394
H 3.113 -0.059 0.133
N -1.034 -0.570 0.125
N -0.089 0.463 -0.063
N 2.167 -0.612 -0.106
*
```

(6)
Molecular formula: C6H11F2NO3
Method: DFT, ωB97M-V/def2-TZVPD

Properties
orbital gap = 9.56 eV
maximum force = 12.29 eV/Å
HOMO level = -9.087 eV

Geometry as ORCA input:
```
! RIJCOSX wB97M-V def2-TZVPD def2/J DEFGRID3
* xyz 0 1
C -0.621 0.124 2.004
C 0.410 -0.564 1.118
C -1.072 -1.043 -0.838
C -0.273 -0.152 -1.735
C 0.429 1.021 -0.981
C 1.130 0.419 0.206
H 0.683 1.273 2.984
H -1.527 -0.624 2.452
H -1.278 0.892 1.228
H 1.088 -1.124 1.850
H 0.265 -2.239 -0.018
H -1.943 -0.279 -0.402
H -1.584 -1.794 -1.233
H -0.937 0.323 -2.688
H 0.481 -1.664 -3.146
H 1.047 1.305 -1.701
H -0.152 2.708 -0.328
N -0.280 -1.614 0.212
O 0.032 0.686 3.122
O 0.769 -0.898 -2.379
O -0.554 1.883 -0.580
F 2.364 -0.151 -0.154
F 1.524 1.513 1.006
*
```